(1)
C17H22BrN5O4S | ωB97M-V/def2-TZVPD

Geometry as XYZ:
```
50
C17H22BrN5O4S, DFT ωB97M-V/def2-TZVPD
C -1.130 -3.610 1.402
O -1.596 -3.513 0.051
C -2.807 -2.778 -0.092
C -2.501 -1.679 -1.068
C -1.476 -1.628 -1.945
N -1.614 -0.458 -2.728
N -2.619 0.196 -2.231
N -3.127 -0.508 -1.200
C -4.150 0.003 -0.251
C -3.443 0.508 0.984
O -3.726 0.068 2.089
N -2.373 1.362 0.826
C -1.302 1.464 1.748
C -1.474 1.516 3.134
C -0.388 1.534 4.003
C 0.934 1.595 3.491
Br 2.402 1.662 4.744
C 1.111 1.583 2.076
S 2.790 1.611 1.422
O 3.335 2.962 1.526
O 3.576 0.545 2.073
N 2.590 1.226 -0.273
C 2.520 2.346 -1.258
C 2.536 1.542 -2.570
C 3.287 0.216 -2.260
C 2.872 -0.920 -3.223
C 2.938 -0.083 -0.816
C -0.019 1.507 1.249
H -1.945 -4.057 2.049
H -0.234 -4.243 1.482
H -0.894 -2.627 1.812
H -3.575 -3.426 -0.519
H -3.198 -2.402 0.851
H -0.717 -2.385 -2.131
H -4.765 0.822 -0.637
H -4.820 -0.813 0.005
H -2.108 1.417 -0.151
H -2.459 1.535 3.592
H -0.548 1.588 5.085
H 3.366 3.065 -1.210
H 1.585 2.869 -1.201
H 3.010 2.066 -3.416
H 1.490 1.315 -2.889
H 4.375 0.397 -2.368
H 3.435 -1.844 -3.030
H 3.049 -0.615 -4.275
H 1.780 -1.065 -3.098
H 2.067 -0.732 -0.693
H 3.805 -0.540 -0.323
H 0.154 1.404 0.162
```

Its LUMO energy is 0.34 eV. As for the HOMO energy: -9.1 eV. As for the charge: 0. The structure (SMILES) is COCc1cnnn1CC(=O)Nc1ccc(Br)c(S(=O)(=O)N2CC[C@H](C)C2)c1. As for the HOMO-LUMO gap: 9.4 eV.

Results of the natural (NBO) charge analysis, in e, for atoms 1 through 6: number 1, C, carries -0.252; number 2, O, carries -0.539; number 3, C, carries -0.099; number 4, C, carries 0.089; number 5, C, carries -0.119; number 6, N, carries -0.222

---

(2)
C17H22F17NO4S | ωB97M-V/def2-TZVPD

Geometry as XYZ:
```
62
C17H22F17NO4S, DFT ωB97M-V/def2-TZVPD
F 8.087 4.398 0.344
C 7.925 3.075 0.153
F 9.158 2.525 0.034
C 7.126 2.778 -1.118
F 7.809 3.210 -2.201
F 7.063 1.419 -1.201
C 5.672 3.280 -1.190
O 5.420 4.483 -1.909
C 5.504 5.722 -1.319
F 5.691 5.642 0.012
F 4.315 6.339 -1.514
C 6.569 6.594 -1.991
F 7.786 6.028 -1.893
F 6.611 7.796 -1.369
H 7.435 2.641 1.029
H 5.146 2.522 -1.768
H 5.195 3.283 -0.211
H 6.326 6.741 -3.046
F -6.731 -1.151 3.160
C -8.043 -0.850 3.211
F -8.395 -0.773 4.515
C -8.897 -1.926 2.533
F -8.778 -3.095 3.196
F -10.188 -1.510 2.678
C -8.693 -2.164 1.024
O -7.886 -3.263 0.623
C -6.520 -3.161 0.477
F -6.106 -1.884 0.597
F -6.232 -3.542 -0.789
C -5.778 -4.101 1.432
F -6.067 -3.808 2.712
F -4.444 -3.945 1.253
H -8.207 0.127 2.748
H -9.683 -2.428 0.656
H -8.415 -1.247 0.506
H -6.052 -5.138 1.231
C 3.794 -3.019 -1.390
C 3.751 -2.256 -0.294
C 2.508 -1.809 0.420
N 1.494 -1.152 -0.460
C 0.309 -0.786 0.388
C -0.970 -0.654 -0.450
C -1.873 -1.876 -0.276
C -3.209 -1.648 -0.994
S 2.164 0.214 -1.141
O 2.300 -0.008 -2.535
O 3.285 0.690 -0.406
F 1.057 1.293 -0.988
H 3.033 -3.045 -2.161
H 4.683 -3.609 -1.574
H 4.690 -1.950 0.153
H 2.020 -2.668 0.866
H 2.791 -1.116 1.213
H 0.511 0.108 0.979
H 0.146 -1.590 1.098
H -0.731 -0.516 -1.499
H -1.534 0.208 -0.090
H -2.076 -2.047 0.780
H -1.347 -2.726 -0.712
H -3.729 -2.574 -1.208
H -2.990 -1.124 -1.925
H -3.802 -0.957 -0.399
```

Its LUMO energy is 0.49 eV. As for the HOMO energy: -9.8 eV. As for the charge: 0. The structure (SMILES) is FC(F)C(F)(F)COC(F)(F)C(F)F.FC(F)C(F)(F)COC(F)(F)C(F)F.C=CCN(CCCC)S(=O)(=O)F. As for the HOMO-LUMO gap: 10.3 eV.

Results of the natural (NBO) charge analysis, in e, for atoms 1 through 6: number 1, F, carries -0.321; number 2, C, carries 0.520; number 3, F, carries -0.323; number 4, C, carries 0.596; number 5, F, carries -0.312; number 6, F, carries -0.326

---

(3)
C17H22I2O7S2 | ωB97M-V/def2-TZVPD

Geometry as XYZ:
```
50
C17H22I2O7S2, DFT ωB97M-V/def2-TZVPD
C 5.755 1.245 -1.298
C 6.177 0.211 -0.878
C 6.669 -0.981 -0.290
C 6.091 -2.185 -0.132
C 4.764 -2.744 -0.464
I 4.455 -2.787 -2.595
C 3.592 -2.148 0.326
C 3.099 -0.764 -0.086
I 1.959 -3.542 0.346
C 7.148 -3.058 0.480
O 7.049 -4.228 0.690
O 8.261 -2.316 0.738
C 8.054 -1.030 0.261
O 8.865 -0.172 0.321
H 5.383 2.187 -1.625
H 4.815 -3.797 -0.199
H 3.927 -2.081 1.359
H 3.261 -0.547 -1.137
H 3.576 0.021 0.497
H 2.031 -0.685 0.088
O -0.416 1.349 0.716
S -0.781 -0.039 0.864
O -0.494 -0.991 -0.185
C -0.114 -0.639 2.415
C -1.215 -0.346 3.430
C -2.531 -0.740 2.745
C -2.509 -0.144 1.332
H 0.825 -0.130 2.625
H 0.055 -1.710 2.307
H -1.057 -0.898 4.356
H -1.227 0.719 3.670
H -2.599 -1.829 2.690
H -3.397 -0.386 3.301
H -3.030 -0.769 0.613
H -2.922 0.859 1.312
O -6.764 2.730 0.208
S -5.595 2.192 -0.438
O -4.549 1.556 0.330
C -6.116 1.099 -1.755
C -6.246 2.013 -2.969
C -5.019 2.935 -2.932
C -4.879 3.455 -1.496
H -7.045 0.611 -1.468
H -5.330 0.358 -1.897
H -6.294 1.439 -3.893
H -7.159 2.606 -2.892
H -4.128 2.367 -3.207
H -5.112 3.759 -3.638
H -3.842 3.605 -1.207
H -5.444 4.371 -1.338
```

Its LUMO energy is -1.51 eV. As for the HOMO energy: -9.4 eV. As for the charge: 0. The structure (SMILES) is C#CC1=C([C@H](I)[C@@H](C)I)C(=O)OC1=O.O=S1(=O)CCCC1.O=S1(=O)CCCC1. As for the HOMO-LUMO gap: 7.8 eV.

Results of the natural (NBO) charge analysis, in e, for atoms 1 through 6: number 1, C, carries -0.109; number 2, C, carries -0.060; number 3, C, carries -0.157; number 4, C, carries -0.059; number 5, C, carries -0.390; number 6, I, carries 0.131

---

(4)
C17H22IrN2O4Se2 | ωB97M-V/def2-TZVPD

Geometry as XYZ:
```
48
C17H22IrN2O4Se2, DFT ωB97M-V/def2-TZVPD
Ir -0.164 -1.569 1.564
O -4.478 -3.415 -3.740
C -4.941 -2.902 -2.513
C -3.822 -2.580 -1.552
C -4.095 -2.234 -0.232
C -3.051 -1.915 0.605
N -1.773 -1.930 0.202
C -1.494 -2.252 -1.074
C -2.500 -2.584 -1.967
C -0.060 -2.210 -1.454
C 0.377 -2.446 -2.750
C 1.729 -2.368 -3.042
C 2.235 -2.581 -4.449
O 1.264 -3.138 -5.305
C 2.604 -2.047 -2.010
C 2.097 -1.820 -0.748
N 0.795 -1.905 -0.469
H -4.530 -4.375 -3.732
H -5.654 -3.575 -2.028
H -5.478 -1.974 -2.728
H -5.108 -2.208 0.146
H -3.221 -1.635 1.636
H -2.279 -2.843 -2.991
H -0.313 -2.681 -3.546
H 3.150 -3.178 -4.420
H 2.506 -1.606 -4.863
H 1.352 -4.095 -5.314
H 3.670 -1.966 -2.179
H 2.748 -1.556 0.075
O 1.435 -2.240 5.114
C 2.711 -2.818 4.904
C 3.096 -2.673 3.435
C 4.590 -3.070 3.347
O 5.068 -3.024 2.011
C 3.048 -1.210 2.982
Se 1.360 -0.241 2.766
C 2.346 -3.655 2.526
Se 0.395 -3.672 2.583
H 1.200 -2.313 6.045
H 2.711 -3.881 5.176
H 3.468 -2.315 5.517
H 4.730 -4.063 3.782
H 5.179 -2.362 3.936
H 5.250 -3.915 1.704
H 3.564 -1.114 2.026
H 3.601 -0.602 3.700
H 2.652 -4.671 2.783
H 2.620 -3.476 1.487
```

Its LUMO energy (spin up / spin down) is -3.24 / -4.42 eV. Its expectation value of S² is 6.022. As for the HOMO energy (spin up / spin down): -9.6 / -11.6 eV. The spin multiplicity is 5. As for the charge: +1. As for the HOMO-LUMO gap (spin up / spin down): 6.4 / 7.1 eV.

Results of the natural (NBO) charge analysis, in e, for atoms 1 through 6: number 1, Ir, carries 0.554; number 2, O, carries -0.705; number 3, C, carries -0.099; number 4, C, carries 0.048; number 5, C, carries -0.234; number 6, C, carries 0.069

---

| no. | calculated total energy (eV) |
| --- | --- |
| 1 | -114501.7891 |
| 2 | -84696.7602 |
| 3 | -70187.6082 |
| 4 | -162680.2919 |